{"formula": "C67H61Co2F6N3O5P", "method": "ωB97M-V/def2-TZVPD", "symbols": ["Co", "Co", "P", "F", "F", "F", "F", "F", "F", "O", "O", "O", "O", "O", "N", "N", "N", "C", "C", "C", "C", "C", "C", "C", "C", "C", "C", "C", "C", "C", "C", "C", "C", "C", "C", "C", "C", "C", "C", "C", "C", "C", "C", "C", "C", "C", "C", "C", "C", "C", "C", "C", "C", "C", "C", "C", "C", "C", "C", "C", "C", "C", "C", "C", "C", "C", "C", "C", "C", "C", "C", "C", "C", "C", "C", "C", "C", "C", "C", "C", "C", "C", "C", "C", "H", "H", "H", "H", "H", "H", "H", "H", "H", "H", "H", "H", "H", "H", "H", "H", "H", "H", "H", "H", "H", "H", "H", "H", "H", "H", "H", "H", "H", "H", "H", "H", "H", "H", "H", "H", "H", "H", "H", "H", "H", "H", "H", "H", "H", "H", "H", "H", "H", "H", "H", "H", "H", "H", "H", "H", "H", "H", "H", "H", "H"], "xyz": [[0.498, -3.067, -4.731], [1.274, -3.647, -2.496], [3.335, -4.082, -1.745], [-4.397, 3.990, -3.197], [1.575, 3.303, -5.053], [-4.204, 2.348, -4.635], [1.942, 1.339, -4.162], [-3.249, 4.286, -5.062], [2.478, 3.143, -3.054], [-0.333, -0.485, -5.864], [1.280, -4.134, -7.312], [0.069, -5.802, -1.005], [1.975, -5.947, -4.228], [-1.791, -4.800, -4.241], [-2.046, 2.796, 1.054], [-0.953, 1.369, 2.242], [-1.935, 2.313, 2.293], [-2.781, -1.416, -0.471], [-0.114, -0.776, 5.227], [6.950, -4.805, -4.596], [4.020, -6.330, 1.695], [-4.067, 4.221, 1.191], [-3.578, -3.447, 0.611], [0.549, -1.912, -1.805], [-0.264, -1.072, -0.861], [1.516, 2.619, -3.877], [-0.019, 6.124, 1.121], [-1.247, 2.061, 0.183], [-4.233, 6.210, -0.240], [-0.560, 5.224, 0.015], [-3.082, -0.794, 3.460], [0.984, -3.684, -6.289], [0.391, 1.550, 5.732], [3.495, -7.843, -0.155], [-1.211, -3.159, 0.220], [-1.478, -1.952, -0.430], [-0.573, 1.133, 0.897], [-2.357, 2.728, -1.981], [-0.948, -4.030, -4.426], [3.868, 0.205, -0.140], [-2.239, 2.984, -3.346], [-0.434, 0.965, 3.528], [-2.865, 6.123, -0.464], [-1.000, 2.862, -3.990], [-4.767, 3.252, 2.160], [-0.019, -1.528, -5.464], [5.963, -4.961, -2.390], [-3.511, 3.387, -4.068], [1.365, 4.048, 4.180], [1.090, -1.883, -3.042], [-1.649, -1.302, 3.289], [3.234, -2.107, 0.265], [-2.733, 4.044, 0.779], [-2.271, -3.947, 0.674], [-4.793, 5.279, 0.627], [-0.076, 5.684, -1.362], [-1.199, 2.406, -1.225], [3.286, -0.774, 0.681], [-0.878, 4.241, 5.290], [0.523, -4.954, -1.678], [-3.833, -2.192, 0.041], [4.680, -4.034, -4.230], [4.433, -0.159, -1.364], [3.807, -7.625, 1.198], [-1.527, -2.763, 3.731], [-2.087, 5.102, 0.092], [-5.672, 3.961, 3.172], [4.769, -4.389, -2.871], [-0.035, 1.951, 4.474], [3.773, -2.472, -0.982], [5.763, -4.252, -5.094], [0.057, 2.428, -1.857], [3.946, -5.237, 0.819], [-5.530, 2.177, 1.396], [3.367, -6.745, -1.007], [4.429, -1.498, -1.758], [3.577, -5.438, -0.525], [1.636, -4.873, -3.885], [0.409, 0.202, 6.066], [7.054, -5.163, -3.245], [-0.663, -0.363, 4.013], [-0.053, 3.487, 4.240], [0.148, 2.670, -3.230], [0.234, -0.061, 0.392], [-0.889, 5.323, 5.104], [5.666, -3.985, -6.153], [3.880, -8.478, 1.872], [-6.556, 4.394, 2.689], [-2.044, -4.912, 1.117], [-4.844, -1.758, -0.002], [-1.799, -2.895, 4.785], [-2.397, 6.875, -1.094], [4.194, -4.240, 1.184], [0.797, -0.069, 7.024], [-0.088, -1.847, 5.481], [0.749, 2.330, 6.411], [-0.156, -3.434, 0.388], [7.800, -4.955, -5.266], [-0.429, 5.811, 2.091], [-1.921, 3.911, 5.274], [1.868, 3.969, 5.152], [-5.944, 1.423, 2.075], [-0.509, -3.143, 3.573], [3.902, 1.246, 0.193], [1.078, 6.050, 1.165], [-0.488, 4.076, 6.303], [4.251, -6.162, 2.757], [1.361, 0.199, 0.423], [4.956, -1.806, -2.659], [-0.537, 3.636, 3.270], [1.976, -1.296, -3.420], [-1.367, -1.205, 2.227], [-0.646, -0.144, -1.369], [1.367, 5.101, 3.873], [3.759, -3.589, -4.620], [3.123, -6.903, -2.062], [1.976, 3.481, 3.472], [-6.354, 2.619, 0.820], [7.978, -5.599, -2.854], [-0.136, 4.229, 0.176], [6.030, -5.271, -1.347], [-3.947, 2.778, 2.717], [-3.177, 0.260, 3.162], [0.118, -0.851, 1.196], [0.911, 2.143, -1.250], [-2.946, -0.400, -0.896], [-3.393, -0.887, 4.511], [-4.422, -4.066, 0.902], [3.347, -8.852, -0.556], [-0.940, 2.920, -5.079], [-4.862, 1.658, 0.699], [-4.844, 6.995, -0.710], [-2.217, -3.356, 3.130], [-6.014, 3.259, 3.941], [0.955, 5.330, -1.535], [2.792, -2.862, 0.922], [-0.317, 7.167, 0.935], [2.856, -0.509, 1.658], [-5.850, 5.369, 0.856], [4.905, 0.598, -1.998], [-3.764, -1.392, 2.850], [-3.342, 2.578, -1.513], [-5.131, 4.767, 3.676], [-0.710, 5.270, -2.159], [-0.099, 6.785, -1.433]], "forces_ev_per_a": [[0.070, 0.829, -0.321], [0.634, -1.206, 0.515], [0.723, 0.445, -0.235], [1.046, -0.592, -0.868], [-0.282, -0.499, 1.097], [0.965, 0.910, 0.601], [-0.717, 1.170, 0.414], [-0.196, -0.885, 0.919], [-0.907, -0.296, -0.506], [0.672, -2.389, 0.676], [-0.832, 0.768, 1.540], [1.199, 2.347, -2.323], [-0.696, 2.208, 0.407], [1.474, 1.409, -0.538], [1.185, -1.247, 1.302], [-1.947, 1.169, -1.411], [2.209, -0.122, -1.144], [0.375, -0.442, -0.047], [0.185, 0.549, -0.297], [-0.151, 0.060, 0.068], [0.012, -0.115, -0.437], [-0.507, -0.407, -0.300], [-0.013, 0.008, -0.789], [0.953, -0.978, -1.851], [-1.826, 2.804, -0.138], [1.387, -0.361, -0.802], [-0.161, 0.074, 0.218], [-1.352, 1.505, 0.055], [0.122, -0.435, 0.115], [-0.252, -0.603, -0.415], [-0.067, 0.158, 0.198], [2.036, -1.276, -2.103], [0.054, -0.400, -0.314], [0.111, 0.464, 0.193], [-0.202, 0.133, -0.049], [0.659, 1.521, 0.900], [-0.175, -1.359, 0.612], [0.590, -1.019, 0.521], [-2.776, -1.690, 1.207], [-0.132, -0.177, 0.107], [-0.209, -0.252, 0.507], [-0.669, -0.860, 2.098], [-0.008, 0.073, 0.101], [-0.207, 0.399, -0.123], [0.524, 0.017, -0.057], [-0.677, 2.323, -0.058], [-0.098, 0.029, -0.227], [-1.191, 0.407, -0.716], [0.348, -0.123, -0.071], [1.967, 1.473, -0.039], [1.064, 0.398, -0.335], [0.048, 0.331, -0.156], [-0.937, 1.199, 0.098], [0.170, 0.582, 0.038], [-0.121, 0.136, 0.086], [0.155, 0.045, -0.217], [0.112, 0.148, -1.859], [0.388, -0.142, 0.021], [-0.308, -0.224, 0.075], [-1.893, -3.434, 3.921], [0.123, 0.601, -0.016], [0.202, -0.116, 0.140], [0.090, -0.063, 0.276], [-0.109, 0.086, -0.038], [-0.045, 0.170, -0.215], [0.503, -0.239, -0.058], [0.099, 0.191, -0.052], [0.104, -0.058, -0.452], [-0.010, 1.010, -0.672], [0.135, 0.235, 0.361], [-0.039, 0.029, 0.299], [-0.822, -0.307, 0.086], [-0.160, -0.332, -0.194], [-0.051, -0.148, -0.193], [-0.010, 0.109, 0.162], [-0.214, -0.221, 0.254], [-0.044, -0.022, 0.337], [-0.051, -0.326, -0.305], [0.168, 0.080, 0.106], [-0.369, 0.210, -0.082], [-0.364, -0.205, -0.815], [0.033, -0.468, -0.497], [0.096, -0.521, 0.210], [2.168, -2.652, 2.210], [0.198, -0.266, -0.071], [0.110, -0.128, 0.491], [-0.010, 0.221, -0.158], [0.141, -0.109, 0.128], [-0.208, 0.072, -0.030], [0.459, -0.516, 0.091], [0.044, 0.071, -0.207], [0.123, -0.115, 0.237], [-0.105, -0.377, -0.100], [0.215, -0.239, 0.433], [-0.250, 0.853, 0.086], [-0.168, -0.532, -0.077], [-0.719, -0.103, -0.277], [-0.294, 0.005, 0.214], [0.148, 0.158, -0.095], [0.078, -0.045, 0.067], [-0.139, 0.087, -0.113], [0.029, 0.162, -0.063], [-0.206, -0.001, 0.041], [-0.025, -0.319, -0.134], [-0.330, 0.141, -0.041], [-0.084, 0.095, -0.232], [-0.039, -0.173, -0.611], [-2.055, -0.437, -0.636], [-0.285, 0.141, 0.018], [0.246, 0.303, 0.188], [-1.355, 0.234, 0.346], [-0.508, -0.456, 0.214], [-0.229, -1.537, -0.975], [-0.048, -0.196, 0.110], [0.292, -0.151, 0.130], [0.020, 0.058, 0.334], [-0.003, 0.089, -0.045], [0.186, -0.127, 0.104], [-0.385, 0.167, -0.179], [-0.003, 0.063, 0.116], [0.032, 0.113, -0.254], [-0.604, 0.066, 0.025], [-0.094, -0.281, 0.109], [0.634, 1.228, -0.239], [0.215, 0.315, -0.283], [0.031, -0.926, 0.226], [0.075, 0.093, -0.221], [0.188, 0.101, 0.184], [0.073, 0.428, 0.293], [0.026, 0.251, 0.353], [-0.107, -0.024, -0.040], [0.372, -0.469, 0.298], [0.128, -0.007, 0.155], [0.051, 0.059, -0.222], [-0.367, 0.349, 0.052], [-0.087, 0.379, -0.361], [0.162, -0.265, 0.146], [0.385, -0.083, -0.405], [0.103, -0.071, 0.139], [-0.129, -0.310, 0.252], [0.084, 0.067, 0.038], [0.444, 0.605, -0.284], [-0.090, -0.036, -0.031], [0.193, 0.137, 0.127], [0.081, -0.415, -0.085]], "total_charge": 1, "fmax_ev_per_a": 5.5, "homo_energy_ha": -0.331, "gap_ev": 5.423}